# C3H4O3

A molecular structure, C3H4O3 (ωB97M-V with the def2-TZVPD basis set, OMol25).

Atoms and positions in Å:
O1 -1.33 -1.36 0.15
C1 -0.47 -0.41 -0.37
C2 0.08 1.45 0.17
O2 1.32 0.85 0.02
C3 0.97 -0.46 -0.03
O3 1.69 -1.38 0.26
H1 -0.89 -1.93 0.80
H2 -0.76 -0.18 -1.37
H3 -0.65 1.04 0.80
H4 0.04 2.38 -0.43

Maximum force = 2.6 eV/Å
Energy above the lowest of the compared OMol25 structures with the same formula, charge and spin = 3.898 eV
Highest occupied orbital energy = -8.67 eV
Frontier orbital gap = 9.1 eV
M = 88.062 g/mol
Total energy = -9314.802 eV